1.
Formula: C6H14O2
Source: OMol25
Level of theory: wB97M-V/def2-TZVPD

CARTESIAN COORDINATES (ANGSTROEM)
O1 -0.917 -1.344 -1.811
O2 -0.749 -1.570 1.674
C1 -1.259 1.177 0.034
C2 0.254 2.022 1.709
C3 0.274 -1.282 -1.916
C4 1.323 -0.631 -1.023
C5 1.093 0.077 0.267
C6 0.243 1.413 0.302
H1 -1.149 -1.603 0.795
H2 0.896 -0.538 1.119
H3 -1.625 0.420 -0.702
H4 2.102 0.495 0.446
H5 1.930 -0.002 -1.738
H6 0.785 -1.946 -2.684
H7 -0.873 -0.650 1.918
H8 0.623 2.130 -0.447
H9 -1.639 2.060 -0.483
H10 0.952 2.846 1.793
H11 2.070 -1.414 -0.784
H12 -0.624 2.409 2.205
H13 -1.942 0.888 0.815
H14 0.459 1.150 2.407

Summary:
charge: 0
frontier orbital gap: 0.3902 hartree
calculated total energy: -387.426711 Eh
energy relative to the best compared isomer or geometry (same formula, charge and spin): 212.1 kJ/mol
structure (SMILES): CC(C)CCC=O.O

---

2.
Formula: C9H9NO4
Source: OMol25
Level of theory: wB97M-V/def2-TZVPD

CARTESIAN COORDINATES (ANGSTROEM)
O1 -1.168 0.341 -1.261
O2 -1.271 2.530 0.695
O3 -2.303 1.015 1.760
O4 -1.409 -1.081 0.553
N1 -1.570 1.371 0.864
C1 0.666 0.194 0.268
C2 1.392 -0.176 -0.871
C3 -2.494 -1.335 -0.314
C4 2.713 0.454 1.467
C5 -2.380 -0.361 -1.502
C6 2.798 -0.362 -0.827
C7 3.449 0.023 0.331
C8 1.352 0.470 1.429
C9 -0.820 0.275 0.028
H1 0.800 0.784 2.367
H2 3.148 0.966 2.360
H3 -3.426 -1.157 0.211
H4 -3.292 0.337 -1.547
H5 -2.469 -2.481 -0.423
H6 -2.364 -0.888 -2.556
H7 3.343 -0.566 -1.741
H8 4.475 0.125 0.447
H9 0.830 -0.479 -1.736

Summary:
charge: 0
frontier orbital gap: 0.3643 hartree
calculated total energy: -703.911191 Eh
energy relative to the best compared isomer or geometry (same formula, charge and spin): 440.3 kJ/mol
structure (SMILES): O=[N+]([O-])C1(c2ccccc2)OCCO1

---

3.
Formula: C2H3N3
Source: OMol25
Level of theory: wB97M-V/def2-TZVPD

CARTESIAN COORDINATES (ANGSTROEM)
N1 0.005 0.795 -0.054
N2 0.693 -1.281 -0.230
N3 -0.636 -1.314 0.007
C1 1.094 -0.034 -0.250
C2 -1.031 -0.074 0.096
H1 -0.092 1.799 -0.149
H2 2.020 -0.101 0.291
H3 -2.053 0.211 0.288

Summary:
charge: 0
frontier orbital gap: 0.3908 hartree
calculated total energy: -242.227842 Eh
energy relative to the best compared isomer or geometry (same formula, charge and spin): 117.7 kJ/mol
structure (SMILES): c1nnc[nH]1

---

4.
Formula: C2HAgO3
Source: OMol25
Level of theory: wB97M-V/def2-TZVPD

CARTESIAN COORDINATES (ANGSTROEM)
Ag1 -0.965 -1.048 -1.901
O1 -3.994 -2.590 -0.694
O2 -0.753 -0.643 0.202
O3 0.713 -1.826 -0.996
C1 0.210 -1.471 0.103
C2 -2.910 -2.348 -0.877
H1 0.029 -2.303 0.940

Summary:
charge: +1
spin multiplicity: 2
frontier orbital gap (spin up / spin down): 0.4101 / 0.2694 hartree
calculated total energy: -449.086626 Eh
energy relative to the best compared isomer or geometry (same formula, charge and spin): 195.7 kJ/mol

---

5.
Formula: C6H9O4Pb
Source: OMol25
Level of theory: wB97M-V/def2-TZVPD

CARTESIAN COORDINATES (ANGSTROEM)
Pb1 -1.518 3.104 1.702
O1 0.048 -0.455 1.912
O2 -1.504 1.003 2.421
O3 -1.580 -1.185 -1.392
O4 -0.062 1.570 0.879
C1 -0.365 -1.893 -1.544
C2 2.349 -3.191 0.606
C3 1.362 -3.153 -0.332
C4 0.835 -1.139 0.924
C5 -0.463 0.752 1.751
C6 0.180 -2.298 -0.181
H1 1.529 -1.517 1.687
H2 0.910 -0.355 0.155
H3 -0.533 -2.801 -2.148
H4 0.383 -1.274 -2.069
H5 2.594 -4.157 1.057
H6 3.099 -2.437 0.851
H7 1.538 -3.599 -1.317
H8 -0.614 -2.751 0.429
H9 -1.816 -0.783 -2.232

Summary:
charge: 0
spin multiplicity: 2
frontier orbital gap (spin up / spin down): 0.2295 / 0.2977 hartree
calculated total energy: -727.643320 Eh

---

6.
Formula: C3H9NOS2
Source: OMol25
Level of theory: wB97M-V/def2-TZVPD

CARTESIAN COORDINATES (ANGSTROEM)
S1 0.478 2.557 0.385
S2 -0.036 2.905 -1.521
O1 -0.791 -2.578 0.913
N1 -1.211 -0.184 -0.714
C1 -0.252 -0.241 0.460
C2 0.229 -1.628 0.645
C3 0.902 0.789 0.399
H1 1.054 2.681 -2.272
H2 -1.005 -0.013 1.218
H3 -1.553 -2.322 0.372
H4 -0.748 0.062 -1.577
H5 0.858 -2.039 -0.167
H6 0.941 -1.737 1.480
H7 -1.820 0.591 -0.488
H8 1.518 0.536 -0.467
H9 1.437 0.619 1.335

Summary:
charge: 0
frontier orbital gap: 0.3425 hartree
calculated total energy: -1046.053058 Eh
energy relative to the best compared isomer or geometry (same formula, charge and spin): 85.5 kJ/mol
structure (SMILES): N[C@@H](CO)CSS

---

7.
Formula: C14H28N2O3S3Tc
Source: OMol25
Level of theory: wB97M-V/def2-TZVPD

CARTESIAN COORDINATES (ANGSTROEM)
Tc1 0.029 0.273 -0.580
S1 0.801 2.516 -0.539
S2 1.314 -0.209 -2.589
S3 -1.656 0.892 -2.209
O1 1.481 -0.379 0.654
O2 -1.092 -1.348 -0.369
O3 -0.803 0.598 1.428
N1 -2.733 -2.434 0.748
N2 2.458 -0.419 2.707
C1 0.247 0.804 2.412
C2 -3.603 -2.611 1.955
C3 2.133 2.448 -1.892
C4 2.518 -0.037 4.210
C5 -1.938 -1.430 0.644
C6 -1.231 2.662 -2.527
C7 -1.100 0.032 -3.764
C8 -2.563 -3.573 -0.194
C9 1.459 -0.022 1.904
C10 -1.857 -0.384 1.737
C11 0.427 0.319 -4.075
C12 3.492 -1.294 2.168
C13 2.599 1.073 -2.232
C14 -0.676 3.338 -1.279
H1 4.304 -0.735 1.660
H2 -2.154 3.107 -2.825
H3 -1.642 -0.870 2.657
H4 -2.231 -3.183 -1.170
H5 -2.828 0.097 1.839
H6 -3.588 -3.988 -0.233
H7 -0.528 2.664 -3.384
H8 -1.145 -1.031 -3.580
H9 3.119 0.577 -1.318
H10 4.013 -1.796 3.012
H11 -4.500 -1.957 1.953
H12 -0.090 0.477 3.447
H13 -1.841 0.287 -4.578
H14 0.447 1.903 2.507
H15 2.959 3.141 -1.567
H16 3.203 0.995 -3.132
H17 -1.883 -4.215 0.378
H18 3.236 -0.678 4.580
H19 2.810 1.015 4.373
H20 -3.191 -2.529 2.985
H21 -0.428 4.342 -1.438
H22 1.457 -0.239 4.669
H23 0.633 1.372 -4.296
H24 -1.379 3.225 -0.458
H25 -4.061 -3.615 1.881
H26 0.781 -0.289 -4.924
H27 3.097 -2.021 1.368
H28 1.726 3.124 -2.725

Summary:
charge: +4
spin multiplicity: 4
frontier orbital gap (spin up / spin down): 0.2907 / 0.2468 hartree
calculated total energy: -2159.246365 Eh

---

8.
Formula: C6H2
Source: OMol25
Level of theory: wB97M-V/def2-TZVPD

CARTESIAN COORDINATES (ANGSTROEM)
C1 -1.441 1.268 -0.559
C2 -1.179 0.273 0.248
C3 1.490 0.194 -0.909
C4 0.978 -0.529 0.045
C5 -0.791 1.885 -1.435
C6 -0.311 -0.591 0.709
H1 1.756 -1.217 0.391
H2 -0.501 -1.284 1.511

Summary:
charge: 0
frontier orbital gap: 0.2737 hartree
calculated total energy: -229.458587 Eh
energy relative to the best compared isomer or geometry (same formula, charge and spin): 469.6 kJ/mol

---

9.
Formula: C20H21F3IrN4OSSi
Source: OMol25
Level of theory: wB97M-V/def2-TZVPD

CARTESIAN COORDINATES (ANGSTROEM)
Ir1 -0.279 0.065 -0.719
S1 -2.222 0.091 -2.054
Si1 2.576 0.050 1.305
F1 -3.591 -1.122 -4.634
F2 -4.281 -2.371 -3.010
F3 -3.639 -3.271 -4.868
O1 1.548 -0.061 0.033
N1 -0.248 -1.494 -2.096
N2 -0.707 1.555 0.555
N3 -1.060 -0.905 0.732
N4 -1.211 1.258 1.661
C1 2.211 -1.320 2.531
C2 -1.174 -3.465 -3.744
C3 0.104 -3.554 -3.191
C4 -1.195 -2.229 0.821
C5 -1.485 -1.376 -2.630
C6 -1.940 -0.649 2.936
C7 -1.980 -2.377 -3.467
C8 0.490 4.535 -1.222
C9 0.533 -2.550 -2.356
C10 -1.711 -2.820 1.961
C11 4.324 -0.092 0.696
C12 -0.428 2.923 0.290
C13 2.355 1.689 2.192
C14 -2.095 -2.023 3.027
C15 0.176 3.223 -0.924
C16 0.197 5.536 -0.307
C17 -0.729 3.920 1.214
C18 -3.384 -2.283 -4.005
C19 -1.411 -0.120 1.779
C20 -0.411 5.228 0.908
H1 1.368 1.749 2.661
H2 -0.887 -2.806 -0.037
H3 2.339 -2.303 2.070
H4 -2.508 -2.468 3.922
H5 -0.636 6.013 1.617
H6 1.182 -1.249 2.900
H7 -1.547 -4.247 -4.392
H8 0.748 -4.393 -3.409
H9 4.504 -1.067 0.237
H10 2.877 -1.265 3.394
H11 5.019 0.021 1.531
H12 2.454 2.526 1.496
H13 -2.207 0.024 3.738
H14 0.961 4.779 -2.164
H15 4.550 0.678 -0.044
H16 0.405 2.435 -1.636
H17 -1.198 3.658 2.151
H18 1.507 -2.554 -1.885
H19 -1.808 -3.895 2.000
H20 0.440 6.564 -0.540
H21 3.105 1.808 2.977

Summary:
charge: +1
frontier orbital gap: 0.2349 hartree
calculated total energy: -2160.485750 Eh
energy relative to the best compared isomer or geometry (same formula, charge and spin): 11.0 kJ/mol

---

10.
Formula: C31H89N7O10
Source: OMol25
Level of theory: wB97M-V/def2-TZVPD

CARTESIAN COORDINATES (ANGSTROEM)
O1 -0.625 -2.226 -0.868
O2 1.906 -2.824 2.207
O3 2.415 4.973 4.259
O4 -0.782 -6.759 -1.646
O5 4.033 0.393 -2.109
O6 0.882 4.449 0.421
O7 -3.350 -1.710 1.328
O8 0.602 -0.805 -4.342
O9 -0.724 3.572 -4.279
O10 -3.079 1.682 4.792
N1 -0.945 -2.270 -6.321
N2 4.629 -2.519 -1.259
N3 -0.727 -0.242 1.252
N4 -1.583 -2.657 3.324
N5 -1.152 1.381 -5.993
N6 -1.492 2.834 0.720
N7 -1.984 1.738 7.482
C1 -4.626 -1.279 0.862
C2 -1.875 -4.889 2.304
C3 4.287 1.648 -2.672
C4 -2.397 4.620 2.249
C5 1.747 0.018 -4.302
C6 2.672 -2.153 3.192
C7 -2.207 1.806 -5.069
C8 -1.369 -5.551 -2.159
C9 0.010 -0.043 0.005
C10 -1.832 1.029 5.142
C11 0.444 -1.314 -0.750
C12 4.819 -1.295 -0.515
C13 -0.327 -2.870 -5.164
C14 -3.582 1.127 3.604
C15 -3.317 -3.043 1.712
C16 0.078 3.967 -3.145
C17 5.786 -1.542 0.637
C18 5.139 0.031 -1.274
C19 0.207 1.063 6.670
C20 -3.048 0.576 -4.571
C21 -1.564 2.463 -3.853
C22 1.416 4.018 4.763
C23 2.330 4.511 0.670
C24 -1.421 4.252 1.156
C25 0.020 -4.300 -5.540
C26 1.370 0.603 0.339
C27 -1.118 1.762 6.316
C28 -1.709 -1.693 -1.617
C29 0.048 4.536 1.532
C30 -1.904 -3.398 2.103
C31 0.910 -2.186 -4.669
H1 5.658 -0.606 1.222
H2 2.296 -0.047 -3.339
H3 0.394 3.779 2.250
H4 3.686 -1.956 2.900
H5 0.898 1.155 5.841
H6 0.830 -1.068 -1.739
H7 -2.026 -5.699 -3.064
H8 5.275 0.862 -0.533
H9 2.726 4.508 -0.297
H10 1.916 -0.011 1.052
H11 -1.241 1.030 4.254
H12 -4.340 1.842 3.285
H13 0.382 -4.870 -4.694
H14 -0.608 -2.716 3.604
H15 0.734 -4.269 -6.430
H16 -2.170 5.601 2.616
H17 -2.119 0.808 7.821
H18 -1.008 -5.206 2.886
H19 -2.069 -0.019 5.413
H20 -2.712 -5.190 3.013
H21 -1.920 -5.015 -1.415
H22 -4.813 -1.776 -0.077
H23 -2.833 2.147 7.254
H24 1.349 1.606 0.708
H25 2.306 -3.709 2.132
H26 -3.998 0.114 3.852
H27 -1.450 -1.680 -2.679
H28 -0.881 -4.823 -5.820
H29 -0.651 0.596 -5.647
H30 2.645 5.549 4.999
H31 1.410 -2.624 -3.780
H32 0.496 4.504 5.050
H33 4.280 2.414 -1.902
H34 -0.976 2.797 5.917
H35 1.368 3.292 3.981
H36 -0.517 4.518 -2.430
H37 3.844 -1.065 -0.042
H38 2.651 3.596 1.121
H39 -1.816 -5.495 1.404
H40 -1.321 -3.003 1.189
H41 5.979 -0.029 -1.979
H42 1.156 -1.821 -0.134
H43 -4.021 -3.189 2.533
H44 1.843 3.646 5.692
H45 3.533 1.857 -3.429
H46 -3.434 4.576 1.982
H47 -2.241 2.844 -3.070
H48 0.659 1.626 7.510
H49 -4.620 -0.215 0.629
H50 -0.234 -2.044 -7.027
H51 -3.655 0.971 -3.717
H52 4.002 -2.364 -1.989
H53 2.037 0.525 -0.526
H54 -2.466 -0.246 -4.137
H55 0.237 5.461 2.006
H56 -0.534 -4.919 -2.447
H57 -5.380 -1.517 1.566
H58 2.144 -1.217 3.416
H59 -1.966 -0.659 -1.268
H60 -2.849 2.462 -5.647
H61 -1.635 4.950 0.367
H62 -1.886 -1.701 3.187
H63 2.473 -0.101 -5.100
H64 1.689 -2.045 -5.476
H65 -2.809 1.058 2.873
H66 -3.574 -3.687 0.875
H67 2.686 5.347 1.246
H68 5.492 -2.834 -1.696
H69 -2.371 4.012 3.216
H70 0.083 0.067 6.982
H71 -0.276 -1.034 1.711
H72 -1.677 -0.497 1.095
H73 -3.767 0.247 -5.336
H74 -2.522 -2.341 -1.409
H75 -1.353 -1.336 -6.180
H76 -0.898 1.683 -3.374
H77 5.520 -2.447 1.150
H78 6.857 -1.625 0.348
H79 0.541 3.041 -2.752
H80 -1.132 2.241 1.418
H81 -0.590 0.587 -0.674
H82 0.812 4.685 -3.593
H83 -0.494 2.167 -6.178
H84 5.192 1.676 -3.175
H85 -1.059 -2.805 -4.321
H86 -0.800 2.690 -0.053
H87 2.655 -2.776 4.046
H88 -1.449 -7.390 -1.692
H89 1.418 1.054 -4.266

Summary:
charge: 0
frontier orbital gap: 0.3392 hartree
calculated total energy: -2369.956686 Eh
energy relative to the best compared isomer or geometry (same formula, charge and spin): 273.1 kJ/mol
structure (SMILES): COC[C@H](C)N.COC[C@H](C)N.COC[C@H](C)N.COC[C@H](C)N.COC[C@H](C)N.COC[C@H](C)N.COC[C@H](C)N.CO.CO.CO

---

11.
Formula: C23H23NO8
Source: OMol25
Level of theory: wB97M-V/def2-TZVPD

CARTESIAN COORDINATES (ANGSTROEM)
O1 2.295 -0.790 -0.236
O2 -2.131 0.720 -1.116
O3 8.270 -1.785 0.781
O4 -4.142 1.514 -1.517
O5 -6.619 1.286 1.157
O6 -4.554 0.440 1.365
O7 4.280 2.754 -0.722
O8 6.408 -2.859 0.791
N1 7.064 -1.848 0.646
C1 -3.186 -1.851 -0.778
C2 -3.478 0.540 -1.250
C3 -1.300 -0.302 -0.819
C4 4.987 -0.674 0.123
C5 -3.682 -3.248 -0.573
C6 -5.830 0.401 0.968
C7 -4.107 1.670 1.943
C8 -4.008 -0.808 -1.064
C9 2.822 0.504 -0.411
C10 0.509 -2.292 -0.209
C11 -6.137 -0.901 0.259
C12 -2.679 1.485 2.422
C13 0.964 -0.975 -0.385
C14 4.915 4.000 -0.923
C15 7.080 0.536 0.121
C16 4.313 0.476 -0.216
C17 -0.820 -2.597 -0.338
C18 -1.768 -1.610 -0.649
C19 5.027 1.680 -0.391
C20 6.370 -0.644 0.292
C21 6.410 1.694 -0.220
C22 -5.505 -0.892 -1.146
C23 0.050 0.020 -0.689
H1 -4.175 2.453 1.180
H2 -4.745 -3.332 -0.763
H3 -4.777 1.934 2.769
H4 5.634 3.953 -1.745
H5 1.235 -3.052 0.029
H6 -2.625 0.672 3.142
H7 -3.488 -3.561 0.453
H8 8.150 0.533 0.257
H9 0.332 1.049 -0.835
H10 -2.334 2.401 2.892
H11 6.971 2.604 -0.350
H12 4.117 4.695 -1.179
H13 2.601 0.881 -1.421
H14 4.451 -1.600 0.259
H15 -1.138 -3.617 -0.194
H16 -5.821 -1.785 -1.687
H17 -2.029 1.251 1.583
H18 -7.219 -0.998 0.176
H19 5.416 4.343 -0.014
H20 -5.866 -0.014 -1.685
H21 -5.733 -1.727 0.847
H22 -3.156 -3.930 -1.239
H23 2.381 1.206 0.311

Summary:
charge: 0
frontier orbital gap: 0.2951 hartree
calculated total energy: -1546.859959 Eh
structure (SMILES): CCOC(=O)CCc1c(C)c2ccc(OCc3cc([N+](=O)[O-])ccc3OC)cc2oc1=O

---

12.
Formula: C9H11NO3
Source: OMol25
Level of theory: wB97M-V/def2-TZVPD

CARTESIAN COORDINATES (ANGSTROEM)
O1 -4.276 0.557 -0.559
O2 4.439 0.170 -0.423
O3 -3.780 -1.341 0.500
N1 -1.828 1.426 -0.617
C1 -3.425 -0.338 -0.065
C2 2.467 0.926 0.624
C3 1.124 0.760 0.936
C4 0.417 -0.363 0.521
C5 3.116 -0.039 -0.142
C6 -1.941 -0.003 -0.322
C7 -1.065 -0.521 0.825
C8 1.085 -1.320 -0.235
C9 2.429 -1.170 -0.559
H1 -1.318 -1.579 0.996
H2 0.566 -2.227 -0.586
H3 -1.746 1.960 0.239
H4 2.922 -1.930 -1.145
H5 0.643 1.483 1.561
H6 -3.707 1.264 -0.951
H7 3.024 1.781 0.940
H8 4.793 -0.604 -0.887
H9 -1.664 -0.517 -1.244
H10 -0.983 1.615 -1.136
H11 -1.293 0.008 1.729

Summary:
charge: 0
frontier orbital gap: 0.3458 hartree
calculated total energy: -630.057473 Eh
energy relative to the best compared isomer or geometry (same formula, charge and spin): 2.3 kJ/mol
structure (SMILES): N[C@@H](Cc1ccc(O)cc1)C(=O)O